1.
Here is an isolated molecule of C4H9NO2S from the OMol25 dataset. Energies are from ωB97M-V with the def2-TZVPD basis set.

Values from the calculation:
Energy above the lowest of the compared OMol25 structures with the same formula, charge and spin   188.0 kJ/mol
Gap between HOMO and LUMO   0.3456 Ha
E_tot   -20713.08396 eV

Geometry (Å):
C (-1.53, -0.16, -1.11)
C (1.64, -1.66, -0.03)
C (-0.53, 2.22, 1.23)
C (0.11, 0.07, -0.82)
N (0.49, -0.88, 0.14)
O (-1.89, -1.29, -0.64)
O (-2.23, 0.59, -1.73)
S (0.42, 1.82, -0.30)
H (1.64, -2.51, 0.63)
H (1.57, -2.00, -1.05)
H (2.58, -1.05, 0.19)
H (-0.43, 3.27, 1.01)
H (-0.02, 1.93, 2.13)
H (-1.62, 1.93, 1.40)
H (0.49, 0.07, -1.85)
H (0.35, -0.49, 1.05)
H (-1.05, -1.85, -0.26)

Results of the Mulliken charge analysis, in e, for atoms 1 through 4: 0.471, -0.913, -0.859, 0.036



2.
Here is a structure of composition C28H41F5N7O3PS2SiZr from the OMol25 dataset. Energies are from ωB97M-V with the def2-TZVPD basis set.

Values from the calculation:
Energy above the lowest of the compared OMol25 structures with the same formula, charge and spin   382.5 kJ/mol
Gap between HOMO and LUMO   0.1475 Ha
Charge   +2
E_tot   -99961.86870 eV

Geometry (Å):
Zr (-2.27, 0.95, -1.61)
C (-0.44, 0.72, -4.03)
C (0.01, 2.02, -3.30)
N (-1.13, 2.63, -2.55)
C (-1.98, 3.70, -3.20)
C (-3.44, 3.50, -2.81)
N (-3.87, 2.04, -2.74)
C (-4.16, 1.35, -4.01)
C (-2.88, 0.94, -4.73)
N (-1.89, 0.40, -3.79)
H (0.16, -0.13, -3.66)
H (-0.26, 0.79, -5.09)
H (0.37, 2.75, -4.07)
H (0.83, 1.80, -2.62)
H (-0.74, 3.11, -1.78)
H (-1.85, 3.73, -4.29)
H (-1.70, 4.70, -2.86)
H (-4.11, 4.07, -3.45)
H (-3.51, 3.88, -1.81)
H (-4.72, 2.05, -2.16)
H (-4.68, 2.06, -4.62)
H (-4.80, 0.49, -3.80)
H (-2.44, 1.77, -5.26)
H (-3.13, 0.18, -5.56)
H (-1.97, -0.62, -3.84)
F (-4.81, -5.38, -0.86)
C (-3.95, -4.39, -0.98)
C (-4.24, -3.16, -1.58)
F (-5.51, -2.89, -2.04)
C (-3.33, -2.12, -1.49)
F (-3.55, -0.94, -2.25)
C (-2.06, -2.30, -0.99)
S (-0.74, -1.09, -0.91)
C (-1.75, -3.54, -0.46)
F (-0.54, -3.74, 0.12)
C (-2.66, -4.60, -0.45)
F (-2.31, -5.78, 0.11)
O (1.24, 0.62, 5.44)
S (0.03, 0.96, 4.64)
O (-1.27, 1.19, 5.30)
N (-1.59, 0.77, 2.19)
C (-0.95, 1.65, 1.40)
O (-1.26, 1.91, 0.18)
C (0.07, 2.45, 2.08)
C (0.68, 3.45, 1.34)
C (1.29, 4.53, 1.99)
C (1.13, 4.67, 3.34)
C (0.74, 3.57, 4.14)
C (0.29, 2.41, 3.53)
H (0.56, 3.39, 0.26)
H (2.00, 5.17, 1.50)
H (1.41, 5.62, 3.76)
H (0.69, 3.67, 5.23)
C (6.56, -4.38, 1.82)
N (5.77, -3.44, 2.71)
C (6.60, -2.23, 3.07)
N (7.09, -1.51, 1.89)
C (7.86, -2.44, 1.08)
N (7.10, -3.68, 0.67)
C (6.03, -3.44, -0.28)
P (4.88, -2.13, 0.44)
C (4.45, -3.04, 2.00)
C (6.16, -0.82, 1.08)
H (5.97, -5.22, 1.46)
H (7.41, -4.84, 2.34)
H (5.48, -3.89, 3.61)
H (7.51, -2.56, 3.56)
H (6.00, -1.53, 3.67)
H (8.68, -2.75, 1.73)
H (8.16, -1.87, 0.20)
H (5.46, -4.38, -0.46)
H (6.41, -3.08, -1.24)
H (3.96, -3.99, 1.86)
H (3.88, -2.45, 2.75)
H (5.54, -0.09, 1.63)
H (6.72, -0.34, 0.26)
C (-5.44, -0.61, 0.55)
Si (-3.98, 0.61, 0.53)
C (-3.05, 0.57, 2.22)
C (-5.03, 2.14, 0.81)
H (-6.22, -0.24, -0.09)
H (-5.92, -0.51, 1.58)
H (-5.27, -1.60, 0.24)
H (-3.67, 1.28, 2.85)
H (-1.08, 0.62, 3.05)
H (-3.24, -0.38, 2.79)
H (-5.50, 1.98, 1.78)
H (-5.82, 2.19, 0.07)
H (-4.49, 3.10, 0.92)

Results of the Mulliken charge analysis, in e, for atoms 1 through 4: 0.390, -0.674, -0.577, -0.155



3.
Here is an isolated molecule of C5H10N2S from the OMol25 dataset. Energies are from ωB97M-V with the def2-TZVPD basis set.

Values from the calculation:
Energy above the lowest of the compared OMol25 structures with the same formula, charge and spin   126.5 kJ/mol
Gap between HOMO and LUMO   0.3409 Ha
E_tot   -19161.59429 eV

Geometry (Å):
C (-2.38, 0.78, 1.80)
C (-1.11, 0.25, 1.15)
C (0.26, -1.36, 0.54)
C (1.04, -0.03, 0.48)
C (1.76, 0.12, -0.80)
H (-2.09, 1.38, 2.71)
H (-3.09, -0.01, 2.13)
H (-2.99, 1.46, 1.24)
H (0.66, -2.16, 1.13)
H (0.20, -1.84, -0.45)
H (1.79, 0.27, 1.19)
H (2.29, 1.12, -0.81)
H (2.64, -0.55, -0.88)
H (-0.10, 0.97, -1.63)
H (0.33, 1.67, 1.35)
N (-1.08, -1.06, 1.00)
N (-0.01, 0.91, 0.78)
S (0.66, 0.01, -2.34)

Results of the Mulliken charge analysis, in e, for atoms 1 through 4: -1.010, 0.535, -0.547, 0.219